Here is a 2-piece molecular cluster, C3H11O overall from the Open Molecules 2025 dataset. Energies are from ωB97M-V with the def2-TZVPD basis set.

Results
Maximum force = 0.0473 Eh/bohr
LUMO = -4.857 eV
Charge = +1
Electronic energy = -5327.74478 eV
Energy relative to the best compared isomer or geometry (same formula, charge and spin) = 15.9 kcal per mole
Frontier orbital gap = 10.4264 eV

Last columns: bonded neighbours and bond lengths (Å).
Atoms and positions in Å:
1 O 1.87 -0.51 -1.48  H2 0.964, H3 0.981, H4 0.990
2 H 2.09 -1.13 -2.18  O1 0.964
3 H 2.51 0.12 -1.09  O1 0.981
4 H 1.03 -0.38 -0.97  O1 0.990
5 C -1.19 -0.56 -0.32  C6 1.527, H8 1.107, H9 1.085, H10 1.100
6 C -1.38 0.40 0.85  C5 1.527, C7 1.586, H11 1.088, H12 1.087
7 C 0.08 0.77 1.36  C6 1.586, H13 1.102, H14 1.088, H15 1.097
8 H -0.92 0.17 -1.11  C5 1.107
9 H -2.01 -1.19 -0.62  C5 1.085
10 H -0.28 -1.16 -0.20  C5 1.100
11 H -1.94 0.05 1.72  C6 1.088
12 H -1.76 1.39 0.61  C6 1.087
13 H -0.01 1.34 2.30  C7 1.102
14 H 0.68 -0.12 1.55  C7 1.088
15 H 0.46 1.57 0.71  C7 1.097